Record 1
{
  "formula": "C6H15F8LiN4O20PS8",
  "method": "ωB97M-V/def2-TZVPD",
  "charge": -3,
  "max_force_ha_per_bohr": 0.164,
  "homo_energy_ev": -2.19,
  "gap_ev": 7.51,
  "species": ["Li", "N", "S", "O", "O", "F", "S", "O", "O", "F", "N", "S", "O", "O", "F", "S", "O", "O", "F", "N", "S", "O", "O", "F", "S", "O", "O", "F", "N", "S", "O", "O", "F", "S", "O", "O", "F", "C", "C", "O", "P", "O", "O", "C", "C", "O", "C", "C", "H", "H", "H", "H", "H", "H", "H", "H", "H", "H", "H", "H", "H", "H", "H"],
  "coordinates": [[-0.47030, 0.33401, 0.98662], [-1.17581, -1.38239, 1.59808], [-0.80151, -2.60799, 0.70415], [-1.38091, -3.90195, 0.96098], [0.45218, -2.58669, -0.04677], [-1.79562, -2.18907, -0.45779], [-0.27814, -2.21632, 2.84883], [1.14814, -2.32813, 2.63936], [-0.96481, -3.12318, 3.67074], [-0.23510, -0.97351, 3.86227], [-3.41290, 0.63120, 3.35164], [-2.03448, 1.69016, 3.48055], [-1.33995, 1.66517, 2.19025], [-1.20289, 1.78827, 4.70059], [-2.74594, 3.13001, 3.39149], [-3.49904, 0.43912, 4.89638], [-3.79965, 1.67751, 5.62262], [-2.59406, -0.55981, 5.46397], [-4.92673, -0.30122, 4.93670], [3.78020, 1.66816, 3.23574], [2.72120, 0.40584, 2.91289], [1.41078, 0.64139, 2.39019], [3.02345, -0.69446, 3.77169], [3.50295, -0.00705, 1.57870], [2.69480, 2.51331, 3.95123], [2.28467, 2.23520, 5.32318], [1.76656, 3.30349, 3.13668], [3.82804, 3.65650, 4.16801], [-4.08131, 0.03482, 0.46913], [-4.92655, -1.05997, -0.62602], [-4.32172, -1.34264, -1.91803], [-6.40478, -0.92166, -0.57189], [-4.68830, -2.42844, 0.21023], [-3.53931, 0.94963, -0.59976], [-4.38814, 1.53224, -1.63694], [-2.12476, 0.82494, -0.78457], [-3.53895, 2.27081, 0.35181], [2.63569, 3.06757, -4.14874], [1.81410, 1.76133, -3.93224], [1.38051, 1.73260, -2.62008], [1.38487, 0.28321, -1.85258], [0.68651, 0.26071, -0.56614], [0.94050, -0.83544, -2.97803], [-0.39268, -1.07341, -3.20778], [-0.55963, -0.99753, -4.69535], [2.95505, 0.01551, -1.73704], [3.34914, -1.27310, -1.26670], [3.53577, -2.41792, -2.26135], [3.12011, 3.04276, -5.12486], [2.22663, 4.06787, -4.00668], [3.49083, 2.99626, -3.47662], [0.93844, 1.79417, -4.58051], [2.45832, 0.93632, -4.23625], [-0.61227, -2.05376, -2.78493], [-0.99954, -0.40092, -2.60151], [-1.58073, -1.31082, -4.91284], [-0.45064, -0.03899, -5.20274], [0.04409, -1.69058, -5.28127], [4.29976, -1.05298, -0.78092], [2.71597, -1.58488, -0.43604], [3.75154, -3.28542, -1.63766], [2.62264, -2.54709, -2.84239], [4.30369, -2.16280, -2.99163]]
}

=====

Record 2
{
  "formula": "C6H15INO2",
  "method": "ωB97M-V/def2-TZVPD",
  "charge": -1,
  "max_force_ha_per_bohr": 0.027,
  "homo_energy_ev": -3.80,
  "gap_ev": 7.10,
  "species": ["I", "C", "O", "C", "C", "N", "C", "C", "O", "C", "H", "H", "H", "H", "H", "H", "H", "H", "H", "H", "H", "H", "H", "H", "H"],
  "coordinates": [[-2.42684, -2.55903, 0.09896], [2.71249, -3.11796, -2.39346], [2.64249, -1.84236, -1.77173], [1.46932, -1.64088, -1.03371], [1.21662, -0.14875, -0.81566], [0.22257, -0.00503, 0.22268], [-0.20128, 1.37259, 0.42103], [-1.32887, 1.47035, 1.42705], [-1.95221, 2.74971, 1.26246], [-2.83663, 3.06462, 2.28387], [3.76674, -3.34645, -2.52339], [2.16974, -3.05421, -3.34255], [2.22108, -3.88194, -1.78500], [1.46287, -2.11665, -0.03679], [0.59518, -2.13806, -1.48400], [0.90350, 0.27711, -1.78250], [2.15336, 0.30992, -0.48623], [-0.53935, -0.67558, 0.08793], [-0.54054, 1.77354, -0.54440], [0.67787, 1.89981, 0.80169], [-0.96589, 1.33863, 2.45077], [-2.12007, 0.74293, 1.20882], [-3.48807, 3.88513, 1.97500], [-2.35312, 3.43731, 3.20044], [-3.46096, 2.20525, 2.55872]]
}

=====

Record 3
{
  "formula": "C6H15MnN3S",
  "method": "ωB97M-V/def2-TZVPD",
  "charge": 2,
  "multiplicity": 2,
  "max_force_ha_per_bohr": 0.045,
  "homo_energy_ev": [-18.01, -18.11],
  "gap_ev": [7.52, 7.88],
  "species": ["Mn", "C", "C", "N", "C", "C", "N", "C", "C", "N", "H", "H", "H", "H", "H", "H", "H", "H", "H", "H", "H", "H", "H", "H", "H", "S"],
  "coordinates": [[-0.64163, -1.26121, 0.91632], [-0.77507, -0.10975, -1.73970], [-1.91922, 0.44396, -0.90247], [-1.48726, 0.53316, 0.53008], [-0.48607, 1.61696, 0.81087], [0.61697, 1.07859, 1.70936], [1.04216, -0.26663, 1.21007], [1.82734, -0.22583, -0.07488], [1.33482, -1.30063, -1.03088], [-0.16188, -1.29673, -1.04793], [0.00394, 0.63532, -1.89008], [-1.13385, -0.39476, -2.72754], [-2.78340, -0.22334, -0.93766], [-2.24085, 1.41748, -1.27594], [-2.31299, 0.69334, 1.10531], [-0.97613, 2.46615, 1.28458], [-0.09006, 1.97094, -0.13913], [0.25523, 0.94028, 2.72865], [1.46526, 1.76438, 1.73995], [1.61680, -0.70451, 1.92545], [2.88668, -0.36504, 0.13573], [1.71817, 0.76808, -0.50460], [1.64900, -2.29090, -0.69962], [1.73732, -1.13668, -2.03189], [-0.47713, -2.14711, -1.51246], [-0.66811, -2.60554, 2.41845]]
}

=====

Record 4
{
  "formula": "C6H15N",
  "method": "ωB97M-V/def2-TZVPD",
  "charge": -1,
  "multiplicity": 2,
  "max_force_ha_per_bohr": 0.005,
  "homo_energy_ev": [1.47, -5.35],
  "gap_ev": [2.50, 9.16],
  "species": ["C", "C", "C", "N", "H", "H", "H", "H", "H", "H", "H", "H", "H", "C", "C", "C", "H", "H", "H", "H", "H", "H"],
  "coordinates": [[-0.49378, 1.48601, 1.48228], [-0.93426, 0.05695, 1.20710], [-1.78015, -0.50648, 2.34710], [0.38039, 1.99942, 0.43056], [0.06333, 1.49401, 2.42211], [-1.39079, 2.10099, 1.63987], [-0.05587, -0.57347, 1.05341], [-1.50482, 0.02565, 0.27378], [-2.64849, 0.13117, 2.53646], [-1.19128, -0.56685, 3.26538], [-2.15275, -1.50688, 2.11444], [0.64014, 2.95626, 0.67343], [-0.16282, 2.09034, -0.43079], [0.58519, -0.92019, -3.02399], [1.47385, -0.57889, -1.86706], [2.01650, -1.47315, -1.05394], [0.99922, -0.56001, -3.97017], [0.43284, -1.99841, -3.10105], [-0.38769, -0.43293, -2.90024], [1.64369, 0.47834, -1.69485], [2.61267, -1.16610, -0.20264], [1.85490, -2.53577, -1.20120]]
}

=====

Record 5
{
  "formula": "C6H15N",
  "method": "ωB97M-V/def2-TZVPD",
  "charge": -1,
  "multiplicity": 2,
  "max_force_ha_per_bohr": 0.065,
  "homo_energy_ev": [1.49, -4.67],
  "gap_ev": [2.41, 8.66],
  "species": ["C", "C", "N", "C", "C", "C", "C", "H", "H", "H", "H", "H", "H", "H", "H", "H", "H", "H", "H", "H", "H", "H"],
  "coordinates": [[0.76385, -3.32896, -0.30651], [0.40296, -1.96811, 0.42181], [0.64387, -0.65863, -0.29699], [-1.75308, 2.48896, -0.44825], [-1.34809, 1.08478, 0.18602], [0.15271, 0.78908, -0.19172], [1.21380, 1.57426, 0.61782], [-0.10410, -3.94968, -0.70999], [1.73244, -3.09639, -1.01151], [1.19760, -3.85568, 0.52158], [-0.69696, -1.91027, 0.42904], [0.69461, -1.98071, 1.51787], [0.58627, -0.99243, -1.27614], [-2.67235, 2.95961, -0.05834], [-2.05711, 2.42533, -1.59866], [-1.00649, 3.22800, -0.01605], [-1.49572, 1.29797, 1.31181], [-2.03246, 0.16744, -0.11713], [0.19507, 1.25510, -1.27968], [1.36930, 1.32409, 1.72070], [0.94760, 2.62191, 0.70416], [2.24234, 1.27602, 0.26623]]
}

=====

Record 6
{
  "formula": "C6H15N",
  "method": "ωB97M-V/def2-TZVPD",
  "charge": 0,
  "max_force_ha_per_bohr": 0.100,
  "homo_energy_ev": -8.63,
  "smiles": "CCCN(C)CC",
  "gap_ev": 9.73,
  "species": ["C", "C", "C", "N", "C", "C", "C", "H", "H", "H", "H", "H", "H", "H", "H", "H", "H", "H", "H", "H", "H", "H"],
  "coordinates": [[2.07744, -0.40081, 0.36939], [2.11201, -0.84937, -0.98000], [0.97248, 0.58513, 0.76369], [-0.25027, 0.30180, -0.01277], [-1.32986, -0.30235, 0.91176], [-2.55024, -0.64563, -0.01897], [-0.79233, 1.50173, -0.69895], [2.15816, -1.30564, 1.11031], [3.02517, 0.23632, 0.61977], [2.94421, -1.48528, -1.06114], [1.26135, -1.53938, -1.29656], [2.03967, -0.00151, -1.60954], [0.95902, 0.39732, 1.93404], [1.18410, 1.63652, 0.57397], [-1.63845, 0.35253, 1.80250], [-0.99124, -1.30382, 1.42199], [-2.08781, -0.49654, -1.04850], [-2.58483, -1.80714, 0.07902], [-3.59751, -0.19810, 0.05790], [-0.05603, 2.02673, -1.34030], [-1.35848, 2.15631, -0.05705], [-1.49656, 1.14116, -1.52058]]
}

=====

Record 7
{
  "formula": "C6H15N",
  "method": "ωB97M-V/def2-TZVPD",
  "charge": 0,
  "max_force_ha_per_bohr": 0.140,
  "homo_energy_ev": -8.79,
  "smiles": "C1CCCC1.CN",
  "gap_ev": 9.74,
  "species": ["C", "C", "C", "C", "C", "C", "H", "H", "H", "H", "H", "H", "H", "H", "H", "H", "H", "H", "H", "H", "H", "N"],
  "coordinates": [[2.93724, -0.34097, 0.47885], [-2.46119, -0.62358, 0.16037], [-2.35048, 0.84177, -0.07938], [-0.91727, 1.28745, -0.01951], [-0.20591, -0.23290, -0.09245], [-1.24497, -1.17862, -0.43441], [3.18110, 0.08783, -1.45822], [3.46364, 1.31886, -0.17071], [3.37393, 0.18381, 1.37040], [1.76931, -0.37804, 0.51228], [3.27743, -1.37221, 0.75791], [-2.50574, -1.06537, 1.27060], [-3.40846, -1.13144, -0.17675], [-2.90620, 1.39729, 0.64902], [-3.00298, 1.01637, -1.00778], [-0.81292, 1.87125, 0.96476], [-0.48500, 1.86798, -0.73711], [0.30889, -0.21025, 0.96821], [0.57204, -0.25176, -0.77926], [-0.97684, -2.17477, -0.10506], [-1.19642, -1.15469, -1.53912], [3.59080, 0.24200, -0.53264]]
}

=====

Record 8
{
  "formula": "C6H15N",
  "method": "ωB97M-V/def2-TZVPD",
  "charge": 0,
  "max_force_ha_per_bohr": 0.050,
  "homo_energy_ev": -9.02,
  "smiles": "CCCCCCN",
  "gap_ev": 10.11,
  "species": ["C", "C", "C", "C", "C", "C", "N", "H", "H", "H", "H", "H", "H", "H", "H", "H", "H", "H", "H", "H", "H", "H"],
  "coordinates": [[1.52240, 1.14512, -1.70955], [1.08957, 1.56980, -0.29565], [-0.35820, 1.36914, 0.09741], [-1.09433, 0.18967, -0.63673], [-0.61991, -1.25102, -0.42162], [0.11978, -1.55670, 0.92727], [-0.82134, -1.49983, 2.02726], [1.83348, 0.11741, -1.62928], [2.33864, 1.73951, -2.12235], [0.77542, 1.41604, -2.45745], [1.38798, 2.56421, 0.08968], [1.73788, 1.03595, 0.41778], [-1.04729, 2.19812, -0.03083], [-0.27820, 1.07128, 1.16335], [-2.16914, 0.20525, -0.44212], [-0.99321, 0.36218, -1.70385], [0.12556, -1.54233, -1.13998], [-1.42538, -1.98814, -0.33726], [0.47469, -2.58358, 0.90335], [0.97881, -0.85188, 0.88139], [-1.56878, -0.83403, 1.88069], [-0.48252, -1.35025, 2.96804]]
}

=====

Record 9
{
  "formula": "C6H15N",
  "method": "ωB97M-V/def2-TZVPD",
  "charge": 0,
  "max_force_ha_per_bohr": 0.051,
  "homo_energy_ev": -8.56,
  "smiles": "CCC[C@H](C)NC",
  "gap_ev": 9.70,
  "species": ["C", "N", "C", "C", "C", "C", "C", "H", "H", "H", "H", "H", "H", "H", "H", "H", "H", "H", "H", "H", "H", "H"],
  "coordinates": [[1.00549, 2.90307, -0.09197], [0.18431, 1.83252, -0.67944], [0.05646, 0.67979, 0.16560], [-0.35143, -0.58755, -0.66874], [0.24418, -1.85616, -0.10986], [-0.27478, -3.09640, -0.82942], [-0.80601, 0.81923, 1.46498], [2.03298, 2.56877, -0.02049], [0.61789, 2.96746, 0.95900], [0.99302, 3.91775, -0.47795], [-0.72268, 2.21386, -0.91918], [1.01632, 0.34297, 0.54873], [-1.44478, -0.73375, -0.76043], [0.04307, -0.36652, -1.68414], [1.33831, -1.74568, -0.14365], [0.03184, -1.92932, 0.96254], [0.17939, -3.28100, -1.81719], [-1.30671, -2.93417, -1.11006], [0.00157, -4.00346, -0.28367], [-1.86418, 0.71803, 1.29400], [-0.45451, 1.61925, 2.10197], [-0.51977, -0.04871, 2.09938]]
}